Molecular formula: H6N2
Method: DFT, wB97M-V/def2-TZVPD

```
8
H6N2 | the OMol25 dataset | wB97M-V/def2-TZVPD
N 0.8795 3.0100 -1.9060
H 1.0828 3.9684 -1.6047
H 0.5975 2.4883 -1.0699
H 0.0588 3.0579 -2.5182
N 3.8970 -0.5502 -1.2347
H 3.3807 0.2239 -1.6647
H 3.3146 -1.3879 -1.3330
H 4.7355 -0.7018 -1.8044
```

The value obtained for the gap between HOMO and LUMO is 11.065 eV. Its energy relative to the best compared isomer or geometry (same formula, charge and spin) is 0.079 eV. The HOMO energy is -9.98 eV. Its electronic energy is -3077.643 eV. Its SMILES is N.N.

***

Molecular formula: H6N2
Method: DFT, wB97M-V/def2-TZVPD

```
8
H6N2 | the OMol25 dataset | wB97M-V/def2-TZVPD
N -1.2665 -0.7806 -0.5767
H -1.5936 -0.9996 0.3698
H -0.4827 -1.4108 -0.7743
H -2.0230 -1.0352 -1.2197
N 1.3137 0.7767 0.6083
H 1.9830 1.2334 1.2360
H 0.4247 1.2776 0.7050
H 1.6443 0.9384 -0.3484
```

The value obtained for the gap between HOMO and LUMO is 11.038 eV. Its energy relative to the best compared isomer or geometry (same formula, charge and spin) is 0.055 eV. The HOMO energy is -9.83 eV. Its electronic energy is -3077.668 eV. Its SMILES is N.N.

***

Molecular formula: H6N2
Method: DFT, wB97M-V/def2-TZVPD

```
8
H6N2 | the OMol25 dataset | wB97M-V/def2-TZVPD
N -1.2606 -1.0760 -0.9116
H -1.7119 -0.6986 -1.7476
H -0.6925 -1.8811 -1.1864
H -0.5979 -0.3976 -0.5255
N 1.1161 0.9382 1.3689
H 0.2693 1.5059 1.4070
H 1.7996 1.4917 0.8364
H 1.0779 0.1175 0.7588
```

The value obtained for the gap between HOMO and LUMO (alpha / beta) is 13.948 / 3.803 eV. Its energy relative to the best compared isomer or geometry (same formula, charge and spin) is 1.125 eV. The HOMO energy (alpha / beta) is -18.08 / -14.73 eV. The multiplicity is 2. Its charge is +1. Its electronic energy is -3066.939 eV.

***

Molecular formula: H6N3P4
Method: DFT, wB97M-V/def2-TZVPD

```
13
H6N3P4 | the OMol25 dataset | wB97M-V/def2-TZVPD
N -1.8374 -1.1382 0.0412
N 1.6932 0.8303 -0.5796
N -0.6948 0.8478 0.4994
P -0.3230 -0.8437 0.5345
P -2.3228 0.5239 -0.5131
P 1.7528 -0.9444 -0.2480
P 0.6352 1.9385 0.1026
H -2.1503 -2.1141 -0.4168
H 2.3499 1.2866 -1.1430
H -0.4195 -1.2958 1.7411
H -1.6328 0.5624 -1.7495
H 1.3025 -1.4027 -1.4316
H 0.9714 1.8237 1.5446
```

The value obtained for the gap between HOMO and LUMO is 7.953 eV. Its energy relative to the best compared isomer or geometry (same formula, charge and spin) is 0.115 eV. The HOMO energy is -13.10 eV. Its charge is +1. Its electronic energy is -41714.626 eV. Its SMILES is N1P[N+]2=[P@@H]3N[PH]23P1.

***

Molecular formula: H6N4O15Zn
Method: DFT, wB97M-V/def2-TZVPD

```
26
H6N4O15Zn | the OMol25 dataset | wB97M-V/def2-TZVPD
Zn -0.7854 16.5920 -1.9888
N -1.0204 20.4529 -3.8318
O -0.1653 21.2864 -4.0970
O -0.6995 19.2941 -3.7333
O -2.2264 20.7648 -3.6758
N -5.0878 15.7196 -2.5348
O -3.9911 16.0798 -2.8669
O -5.9867 15.5232 -3.3246
O -5.1834 15.3094 -1.4075
N -1.0477 19.5583 1.1626
O -0.0390 20.0505 0.7849
O -1.3784 18.6226 0.4262
O -1.7638 19.9927 2.0881
N 3.6641 16.5962 -2.1068
O 2.5033 16.7293 -1.6174
O 4.5358 16.1304 -1.4530
O 3.9466 16.9962 -3.2049
O -0.5251 17.4050 -7.1433
H 0.3936 17.3856 -7.4116
H -0.5039 17.2315 -6.2022
O -0.7956 14.3515 0.0325
H -0.4382 13.4737 0.1664
H -1.4117 14.4726 0.7549
O -0.0849 14.6782 -4.0942
H 0.6307 14.0428 -4.0737
H -0.8049 14.2150 -4.5223
```

The value obtained for the gap between HOMO and LUMO is 3.495 eV. The HOMO energy is -3.34 eV. Its charge is -2. Its electronic energy is -85169.793 eV.

***

Molecular formula: H6NP3
Method: DFT, wB97M-V/def2-TZVPD

```
10
H6NP3 | the OMol25 dataset | wB97M-V/def2-TZVPD
N 0.5840 0.6665 1.6442
P -1.6749 -1.1613 0.2565
P 1.8326 -1.0751 -0.3485
P 0.1237 0.1153 0.2520
H -0.1402 1.0537 2.2336
H -2.5106 -0.0483 0.1886
H -1.6405 -1.3101 -1.1271
H 2.6777 -0.0395 0.0358
H 1.7799 -0.6778 -1.6846
H -1.0318 2.4765 -1.4505
```

The value obtained for the gap between HOMO and LUMO (alpha / beta) is 8.484 / 7.019 eV. Its energy relative to the best compared isomer or geometry (same formula, charge and spin) is 3.798 eV. The HOMO energy (alpha / beta) is -9.49 / -7.50 eV. Its electronic energy is -29448.860 eV.